No. 1
# C2H4N2O2

2 unconnected molecules or ions with the total composition C2H4N2O2 (ωB97M-V/def2-TZVPD, the OMol25 dataset).

Summary:
- Orbital gap (alpha / beta): 9.2 / 9.0 eV
- Energy relative to the best compared isomer or geometry (same formula, charge and spin): 163.7 kcal/mol
- E_tot: -338.39226 Eh
- Lowest unoccupied orbital energy (alpha / beta): -0.45 / -0.80 eV
- Highest occupied orbital energy (alpha / beta): -9.640 / -9.821 eV
- Multiplicity: 1

XYZ file:
```
10
Properties=species:S:1:pos:R:3:mulliken_charge:R:1
C 0.368 -0.013 -0.183 0.269
C 1.795 -0.334 0.117 -1.028
N -0.569 -0.793 -0.461 -0.470
N -2.575 0.168 -0.127 0.748
O -3.444 -0.573 0.121 -0.428
O -2.488 1.342 -0.136 -0.401
H 0.345 1.023 -0.185 0.339
H 2.431 0.334 -0.394 0.347
H 2.165 -1.334 0.176 0.310
H 1.973 0.180 1.073 0.314
```

=====

No. 2
# C8H25ClHfIN2P2S

A molecular structure, C8H25ClHfIN2P2S (ωB97M-V/def2-TZVPD, the OMol25 dataset).

Summary:
- Net charge: +3
- Orbital gap (alpha / beta): 3.9 / 3.9 eV
- E_tot: -2315.07570 Eh
- Lowest unoccupied orbital energy (alpha / beta): -13.84 / -13.85 eV
- Highest occupied orbital energy (alpha / beta): -17.721 / -17.720 eV
- Multiplicity: 1

XYZ file:
```
41
Properties=species:S:1:pos:R:3:mulliken_charge:R:1
C -1.611 -0.871 -0.451 -1.624
I 1.478 -0.808 0.833 0.244
H -2.132 -1.386 -1.294 0.579
H -2.292 -0.005 -0.247 0.575
H -1.694 -1.517 0.412 0.270
Hf 0.041 0.573 -1.214 0.742
P 0.356 3.054 -0.828 0.933
C 0.123 3.998 0.696 -1.057
C 2.005 3.636 -1.360 -1.185
H 1.918 4.695 -1.640 0.396
H -0.480 4.931 -2.069 0.457
H 2.363 3.043 -2.212 0.397
H -0.592 3.413 -3.038 0.454
H 1.054 3.953 1.288 0.345
H 2.705 3.528 -0.519 0.404
C -0.740 3.864 -2.045 -1.295
H -0.084 5.051 0.427 0.401
H -1.787 3.733 -1.737 0.428
H -0.694 3.573 1.296 0.320
P 0.220 -2.774 -0.946 0.632
C -0.284 -3.529 0.660 -1.199
C -0.929 -3.603 -2.089 -1.264
H 2.199 -3.187 -2.229 0.374
H 1.523 -4.699 -1.516 0.441
H 2.483 -3.556 -0.506 0.404
C 1.765 -3.644 -1.330 -0.972
H -0.781 -3.193 -3.094 0.412
H -0.691 -4.674 -2.069 0.488
H -0.476 -4.593 0.500 0.422
H -1.191 -3.070 1.070 0.410
H -1.966 -3.434 -1.784 0.451
H 0.502 -3.407 1.417 0.507
Cl 0.908 0.146 -3.297 -0.275
N 0.382 0.873 3.946 -0.389
C -0.617 0.283 3.269 0.546
N -0.984 -0.932 3.684 -0.377
S -1.331 1.094 1.944 -0.247
H 0.794 0.477 4.787 0.211
H 0.688 1.794 3.691 0.190
H -1.682 -1.433 3.154 0.214
H -0.466 -1.397 4.442 0.238
```

=====

No. 3
# C6H10OS

C6H10OS in the gas phase (ωB97M-V/def2-TZVPD, the OMol25 dataset).

Summary:
- Orbital gap: 7.8 eV
- Energy relative to the best compared isomer or geometry (same formula, charge and spin): 46.3 kcal/mol
- SMILES: COC(C=S)=C(C)C
- E_tot: -707.97657 Eh
- Lowest unoccupied orbital energy: -0.62 eV
- Highest occupied orbital energy: -8.388 eV
- Multiplicity: 1

XYZ file:
```
18
Properties=species:S:1:pos:R:3:mulliken_charge:R:1
C 0.442 -2.303 0.301 -0.714
O 0.791 -1.047 -0.305 -0.406
C 0.144 0.076 0.110 0.452
C -1.162 0.299 -0.407 -0.468
S -2.079 -0.664 -1.392 -0.240
C 0.902 1.078 0.720 1.006
C 0.375 2.429 1.025 -1.382
C 2.354 0.849 1.051 -1.291
H -0.603 -2.524 0.214 0.307
H 0.808 -2.340 1.330 0.279
H 1.078 -3.060 -0.195 0.250
H -1.558 1.293 -0.225 0.120
H -0.530 2.604 0.446 0.413
H 1.177 3.181 0.844 0.322
H 0.105 2.582 2.079 0.291
H 2.977 1.461 0.389 0.325
H 2.470 1.372 2.036 0.340
H 2.688 -0.141 0.990 0.395
```

=====

No. 4
# C5H6O3S2

2 unconnected molecules or ions with the total composition C5H6O3S2 (ωB97M-V/def2-TZVPD, the OMol25 dataset).

Summary:
- Expectation value of S²: 2.016
- Orbital gap (alpha / beta): 9.4 / 5.8 eV
- Energy relative to the best compared isomer or geometry (same formula, charge and spin): 45.0 kcal/mol
- E_tot: -1215.99162 Eh
- Lowest unoccupied orbital energy (alpha / beta): 0.66 / -3.49 eV
- Highest occupied orbital energy (alpha / beta): -8.775 / -9.326 eV
- Multiplicity: 3

XYZ file:
```
16
Properties=species:S:1:pos:R:3:mulliken_spin:R:1
C -1.050 -2.705 -0.547 0.074
C -1.107 -1.342 -0.952 -0.071
C -1.057 -2.830 0.789 0.016
C -0.820 -0.613 0.105 0.902
C 2.175 1.978 -0.050 0.003
O -1.474 2.859 -0.394 0.255
O -0.106 2.479 1.632 0.245
O 0.940 2.232 -0.679 0.156
S -0.804 -1.379 1.617 0.005
S -0.424 2.056 0.245 0.368
H -1.264 -3.480 -1.346 0.006
H -1.205 -1.112 -2.072 0.027
H -1.221 -3.677 1.452 0.005
H 2.838 2.752 -0.375 0.012
H 2.621 1.063 -0.463 0.002
H 1.957 1.720 1.038 -0.006
```